Entry 1:
The following is a quantum chemistry calculation of C18H45N3Na6O10P as an isolated structure at a distorted geometry, from the OMol25 dataset.

Values from the calculation:
- E (Eh) = -2943.42549
- Kohn-Sham gap (spin up / spin down) (eV) = 4.86 / 1.94
- lowest unoccupied orbital energy (spin up / spin down) (eV) = -11.9 / -14.9
- <S²> = 0.7544

```
! RIJCOSX wB97M-V def2-TZVPD def2/J DEFGRID3
* xyz 4 2
Na -3.419 -0.010 -2.003
Na 0.608 -1.219 -1.724
Na -2.831 3.030 -0.454
Na 1.566 1.876 0.221
Na -0.381 1.679 -3.835
Na -0.297 -0.238 1.289
P -0.915 1.038 -1.148
O 0.465 1.009 -1.863
O -1.935 1.815 -2.110
O -0.943 1.700 0.274
O -1.444 -0.411 -0.910
C -1.860 -7.490 -0.128
O -1.768 -6.266 -0.794
C -1.418 -5.240 0.041
C -2.044 -3.914 -0.363
N -1.902 -2.774 0.609
C -2.895 -2.595 1.705
C -3.127 -3.798 2.730
O -2.060 -4.060 3.655
C -2.288 -5.314 4.374
H -0.846 -7.844 0.059
H -2.437 -8.260 -0.641
H -2.173 -7.417 0.913
H -0.328 -5.229 0.045
H -1.512 -5.441 1.108
H -3.107 -4.006 -0.588
H -1.544 -3.666 -1.299
H -1.797 -1.897 0.120
H -3.793 -2.270 1.179
H -2.619 -1.744 2.327
H -3.360 -4.688 2.146
H -4.043 -3.747 3.318
H -1.384 -5.422 4.973
H -2.479 -6.236 3.824
H -3.009 -5.284 5.191
C -1.166 5.291 -1.531
O -1.529 5.257 -0.193
C -0.568 5.039 0.826
C -1.145 4.735 2.240
N -1.777 3.427 2.148
C -2.383 2.930 3.395
C -2.902 1.502 3.192
O -1.904 0.479 3.316
C -1.314 0.467 4.608
H -1.759 6.099 -1.959
H -1.267 4.349 -2.069
H -0.154 5.680 -1.643
H 0.004 5.950 1.003
H 0.062 4.175 0.611
H -1.853 5.548 2.397
H -0.402 4.828 3.033
H -1.446 2.810 1.420
H -3.210 3.607 3.605
H -1.778 2.933 4.302
H -3.420 1.241 2.269
H -3.733 1.204 3.831
H -0.593 1.284 4.580
H -0.822 -0.505 4.623
H -2.002 0.591 5.444
C 7.107 -1.055 -1.327
O 5.751 -0.920 -1.555
C 5.299 -0.875 -2.949
C 3.728 -0.681 -3.053
N 3.173 0.536 -2.426
C 3.654 1.715 -3.085
C 2.989 3.035 -2.619
O 1.868 3.433 -3.412
C 2.250 4.044 -4.717
H 7.618 -0.368 -2.002
H 7.516 -2.062 -1.411
H 7.346 -0.766 -0.303
H 5.577 -1.801 -3.454
H 5.856 -0.072 -3.432
H 3.180 -1.523 -2.630
H 3.488 -0.851 -4.102
H 2.170 0.558 -2.309
H 3.525 1.544 -4.154
H 4.718 1.808 -2.867
H 3.661 3.850 -2.888
H 2.702 3.307 -1.603
H 2.674 3.272 -5.359
H 3.037 4.796 -4.666
H 1.493 4.487 -5.365
*
```


Entry 2:
The following is a quantum chemistry calculation of C17H28AsF6MgN3O6PS2Si as an isolated structure at a distorted geometry, from the OMol25 dataset.

Values from the calculation:
- E (Eh) = -5742.96537
- Kohn-Sham gap (spin up / spin down) (eV) = 8.46 / 7.52
- lowest unoccupied orbital energy (spin up / spin down) (eV) = -0.2 / -2.2
- <S²> = 0.7899
- ΔE to the lowest compared entry with this formula, charge and spin (kcal per mole) = 21.8

```
! RIJCOSX wB97M-V def2-TZVPD def2/J DEFGRID3
* xyz 0 2
Mg 0.645 0.329 -0.585
C 1.572 -4.210 -0.291
Si 0.242 -2.926 -0.817
C -1.553 -3.590 -0.720
C 0.610 -2.519 -2.636
N 0.255 -1.529 0.260
C 0.126 -1.642 1.567
C 0.023 -2.860 2.295
C 0.033 -2.887 3.664
C 0.130 -1.707 4.402
C 0.171 -0.489 3.747
C 0.141 -0.446 2.364
O 0.129 0.693 1.651
C 0.195 1.912 2.320
C -0.988 2.506 2.746
C -0.955 3.775 3.302
C 0.250 4.445 3.442
C 1.426 3.834 3.038
C 1.408 2.561 2.492
H 1.797 -4.867 -1.127
H 1.276 -4.840 0.541
H 2.492 -3.701 -0.010
H -1.617 -4.534 -1.248
H -2.210 -2.878 -1.211
H -1.912 -3.739 0.293
H -0.176 -2.919 -3.268
H 1.551 -2.958 -2.952
H 0.678 -1.451 -2.805
H -0.042 -3.778 1.744
H -0.021 -3.832 4.182
H 0.172 -1.739 5.478
H 0.235 0.430 4.311
H -1.924 1.970 2.656
H -1.874 4.241 3.629
H 0.272 5.438 3.868
H 2.370 4.348 3.129
H 2.331 2.077 2.204
N -2.580 1.788 -0.256
C -3.163 1.650 -1.598
P -2.220 0.202 -2.383
O -3.072 -1.001 -2.280
O -0.904 0.132 -1.632
C -1.942 0.722 -4.146
N -0.654 0.201 -4.572
H -3.042 2.495 0.319
H -1.512 2.021 -0.376
H -2.584 0.867 0.195
H -3.020 2.569 -2.157
H -4.224 1.401 -1.537
H -1.919 1.808 -4.208
H -2.785 0.334 -4.733
H -0.646 -0.811 -4.478
H 0.560 0.937 -3.581
H -0.454 0.442 -5.538
F 2.258 0.968 0.159
As 3.552 -0.246 0.036
F 2.809 -1.160 1.353
F 4.451 0.626 1.279
F 4.761 -1.507 -0.099
F 4.325 0.690 -1.187
F 2.563 -1.045 -1.160
O 1.135 3.990 -1.572
S 0.360 2.803 -1.759
O -0.016 2.206 -0.431
O -0.846 2.944 -2.545
S 1.549 1.453 -2.765
*
```


Entry 3:
The following is a quantum chemistry calculation of C5H6BrFO in the gas phase at a distorted geometry, from the OMol25 dataset.

Values from the calculation:
- E (Eh) = -2943.20840
- Kohn-Sham gap (eV) = 10.26
- lowest unoccupied orbital energy (eV) = 0.6
- SMILES = O=C1CC[C@H](F)[C@H]1Br
- ΔE to the lowest compared entry with this formula, charge and spin (kcal per mole) = 2.9

```
! RIJCOSX wB97M-V def2-TZVPD def2/J DEFGRID3
* xyz 0 1
C -1.344 -0.172 -1.019
C -0.258 -1.021 -0.506
C 0.723 -0.067 0.155
C -0.884 1.250 -1.155
C 0.016 1.274 0.254
O -2.449 -0.535 -1.246
F -0.926 1.273 1.266
Br 0.278 1.441 -2.613
H -0.773 -1.593 0.200
H 0.023 -1.589 -1.314
H 1.078 -0.385 1.135
H 1.514 0.286 -0.443
H -1.504 2.075 -1.066
H 0.523 2.247 0.436
*
```


Entry 4:
The following is a quantum chemistry calculation of C40H36HfN3OP2 as an isolated structure at a distorted geometry, from the OMol25 dataset.

Values from the calculation:
- E (Eh) = -2515.17410
- Kohn-Sham gap (eV) = 5.50
- lowest unoccupied orbital energy (eV) = -10.4

```
! RIJCOSX wB97M-V def2-TZVPD def2/J DEFGRID3
* xyz 3 1
Hf -10.274 -14.654 8.857
C -10.735 -17.039 5.019
C -10.271 -16.214 6.169
N -10.991 -15.792 7.213
N -12.284 -16.230 7.259
C -12.871 -15.923 8.407
O -12.245 -15.162 9.275
C -14.280 -16.265 8.650
C -14.890 -16.013 9.868
C -16.206 -16.373 10.122
C -16.837 -17.175 9.160
C -16.205 -17.659 8.055
C -14.940 -17.114 7.748
C -8.937 -15.699 6.262
C -7.869 -16.027 5.410
C -6.534 -15.655 5.742
C -6.331 -15.181 7.049
C -7.400 -14.809 7.779
N -8.687 -14.982 7.419
H -11.669 -17.593 5.247
H -10.028 -17.885 4.908
H -10.747 -16.499 4.054
H -14.345 -15.308 10.509
H -16.732 -16.172 11.036
H -17.817 -17.542 9.408
H -16.574 -18.473 7.443
H -14.401 -17.468 6.880
H -8.032 -16.546 4.471
H -5.773 -15.814 5.010
H -5.351 -15.058 7.435
H -7.310 -14.154 8.652
C -9.451 -12.545 11.604
C -9.717 -13.913 12.205
P -9.441 -15.518 11.223
C -7.646 -15.927 11.344
C -7.175 -17.189 10.960
C -5.769 -17.529 10.973
C -4.891 -16.524 11.378
C -5.366 -15.282 11.789
C -6.698 -14.975 11.773
C -10.163 -16.952 12.132
C -9.393 -17.838 12.921
C -10.031 -18.938 13.600
C -11.395 -19.149 13.492
C -12.164 -18.263 12.684
C -11.573 -17.250 11.975
P -10.436 -12.286 9.950
C -12.076 -11.785 10.583
C -12.801 -10.971 9.666
C -14.174 -10.842 9.857
C -14.844 -11.362 10.927
C -14.117 -12.146 11.856
C -12.750 -12.332 11.671
C -9.651 -10.797 9.226
C -9.705 -9.640 10.026
C -9.070 -8.454 9.552
C -8.642 -8.362 8.228
C -8.668 -9.497 7.420
C -9.124 -10.723 7.909
H -8.336 -12.448 11.383
H -9.696 -11.767 12.276
H -10.787 -13.921 12.563
H -9.155 -14.037 13.162
H -7.894 -17.906 10.546
H -5.454 -18.500 10.586
H -3.828 -16.688 11.199
H -4.673 -14.485 12.070
H -7.039 -13.979 12.097
H -8.368 -17.564 13.088
H -9.348 -19.585 14.173
H -11.918 -20.004 13.876
H -13.248 -18.399 12.766
H -12.193 -16.532 11.389
H -12.287 -10.416 8.786
H -14.779 -10.268 9.121
H -15.823 -10.980 11.159
H -14.651 -12.545 12.693
H -12.238 -12.855 12.465
H -10.183 -9.668 10.993
H -9.148 -7.618 10.187
H -8.384 -7.399 7.789
H -8.435 -9.420 6.387
H -9.074 -11.625 7.246
*
```


Entry 5:
The following is a quantum chemistry calculation of a 3-piece molecular cluster, C25H37F3IN3O5S overall at a distorted geometry, from the OMol25 dataset.

Values from the calculation:
- E (Eh) = -2510.36628
- Kohn-Sham gap (eV) = 7.91
- lowest unoccupied orbital energy (eV) = -0.1
- SMILES = Oc1ccc(I)c2c1Sc1ccc(C(F)(F)F)cc1N2.COCCNCCOC.COCCNCCOC

```
! RIJCOSX wB97M-V def2-TZVPD def2/J DEFGRID3
* xyz 0 1
O 3.346 -5.614 1.715
C 2.646 -4.379 1.952
C 1.143 -4.172 1.651
C 0.521 -2.760 1.963
C 1.380 -1.619 2.598
I 0.340 0.283 2.974
C 2.904 -1.820 2.949
C 3.477 -3.234 2.577
S 5.286 -3.474 2.985
C 5.412 -2.550 4.606
C 6.263 -3.086 5.779
C 6.318 -2.325 7.125
C 5.507 -0.992 7.220
C 5.572 -0.231 8.620
F 6.794 -0.406 9.307
F 5.339 1.151 8.428
F 4.563 -0.838 9.454
C 4.652 -0.445 6.025
C 4.558 -1.226 4.661
N 3.731 -0.761 3.539
H 2.847 -6.023 0.973
H 0.541 -5.040 1.218
H -0.585 -2.649 1.689
H 6.832 -4.069 5.627
H 6.930 -2.768 7.975
H 4.098 0.546 6.188
H 3.195 0.089 3.761
C 0.576 -0.809 -5.795
O 1.497 -0.076 -5.002
C 0.993 1.191 -4.572
C 0.725 1.185 -3.066
N -0.419 0.335 -2.732
C -0.562 0.070 -1.298
C 0.578 -0.693 -0.601
O 0.703 -2.052 -1.012
C 1.458 -2.243 -2.199
H 1.104 -1.664 -6.221
H -0.250 -1.188 -5.188
H 0.187 -0.199 -6.616
H 0.105 1.494 -5.138
H 1.780 1.923 -4.777
H 0.522 2.207 -2.732
H 1.636 0.834 -2.572
H -0.323 -0.553 -3.211
H -1.477 -0.518 -1.181
H -0.729 1.018 -0.777
H 0.328 -0.731 0.466
H 1.539 -0.173 -0.664
H 2.257 -1.506 -2.308
H 0.801 -2.231 -3.071
H 1.913 -3.236 -2.153
C -4.581 3.665 -4.774
O -5.184 4.293 -3.653
C -6.473 3.765 -3.333
C -6.425 2.976 -2.023
N -5.676 1.728 -2.181
C -5.362 1.062 -0.916
C -4.460 1.816 0.077
O -3.116 1.978 -0.368
C -2.909 3.092 -1.224
H -3.698 4.245 -5.051
H -4.257 2.651 -4.528
H -5.262 3.643 -5.630
H -6.887 3.165 -4.150
H -7.134 4.627 -3.190
H -7.446 2.745 -1.704
H -5.965 3.621 -1.268
H -4.806 1.923 -2.662
H -4.861 0.125 -1.176
H -6.297 0.791 -0.415
H -4.396 1.199 0.980
H -4.885 2.771 0.398
H -3.569 3.930 -0.986
H -3.025 2.793 -2.267
H -1.875 3.425 -1.099
*
```


Entry 6:
The following is a quantum chemistry calculation of a 8-piece molecular cluster, C20H32BN7O4 overall at a distorted geometry, from the OMol25 dataset.

Values from the calculation:
- E (Eh) = -1490.37692
- Kohn-Sham gap (eV) = 3.80
- lowest unoccupied orbital energy (eV) = 3.1
- ΔE to the lowest compared entry with this formula, charge and spin (kcal per mole) = 10.0

```
! RIJCOSX wB97M-V def2-TZVPD def2/J DEFGRID3
* xyz -2 1
C -1.759 -0.053 -1.608
C -0.633 0.572 -2.440
C 0.654 0.657 -1.577
B 2.119 0.288 -2.245
O 2.649 -1.010 -1.727
C 3.271 -0.776 -0.502
C 3.666 0.730 -0.463
C 3.287 1.360 0.913
O 2.080 1.485 1.226
O 4.275 1.627 1.640
O 3.152 1.267 -1.650
H -2.753 0.118 -2.014
H -1.654 0.410 -0.629
H -1.542 -1.110 -1.471
H -0.479 0.055 -3.388
H -0.948 1.600 -2.660
H 0.727 1.666 -1.181
H 0.497 0.000 -0.722
H 2.185 0.416 -3.480
H 4.144 -1.415 -0.347
H 2.532 -0.925 0.295
H 4.760 0.801 -0.472
C 0.141 -2.516 2.293
C 0.388 -2.700 0.876
N 0.574 -2.784 -0.253
H 0.091 -3.478 2.803
H 0.944 -1.944 2.750
H -0.798 -1.998 2.464
C -3.084 4.120 -2.641
C -3.719 2.815 -2.603
N -4.218 1.783 -2.582
H -2.887 4.416 -3.670
H -3.722 4.870 -2.177
H -2.134 4.088 -2.108
C -5.079 0.441 -5.524
C -4.766 0.378 -6.943
N -4.519 0.337 -8.063
H -5.355 -0.543 -5.150
H -4.228 0.787 -4.942
H -5.910 1.119 -5.345
C 5.135 -2.069 -3.593
C 5.569 -1.969 -4.976
N 5.917 -1.916 -6.070
H 5.063 -3.114 -3.294
H 5.843 -1.574 -2.931
H 4.154 -1.605 -3.424
C -2.336 0.836 3.196
C -2.684 -0.187 2.228
N -2.890 -1.016 1.463
H -2.034 1.751 2.684
H -3.183 1.065 3.842
H -1.508 0.508 3.812
C -2.922 -0.738 7.678
C -2.457 -1.061 6.338
N -2.091 -1.312 5.281
H -3.001 0.340 7.804
H -3.900 -1.180 7.857
H -2.228 -1.123 8.423
C 2.906 -0.158 4.895
C 2.705 -1.595 4.794
N 2.534 -2.727 4.714
H 3.256 0.241 3.941
H 1.971 0.338 5.146
H 3.643 0.071 5.663
*
```